# 1
Formula: C4H14N2OS
Source: the Open Molecules 2025 dataset
Level of theory: ωB97M-V/def2-TZVPD

Its energy above the lowest of the compared OMol25 structures with the same formula, charge and spin is 17.4 kcal per mole. Its spin multiplicity is 1. The HOMO-LUMO gap is 0.349 Eh. The SMILES is NCCO.NCCS. For the calculated total energy, the calculation gives -20237.2728 eV.

The geometry in XYZ format:
```
22
Properties=species:S:1:pos:R:3:forces:R:3:nbo_charge:R:1
N 2.350345 2.326876 -1.267895 -0.32 -0.18 -0.01 -0.84
C 1.006540 2.048245 -0.737033 0.30 0.14 0.05 -0.23
C 1.128072 1.240874 0.539699 0.05 -0.25 0.25 -0.06
O -0.128027 0.955170 1.081494 -0.26 -1.20 0.26 -0.82
H 2.277739 2.762234 -2.176270 0.07 0.09 -0.05 0.35
H 2.822487 2.979539 -0.658226 0.11 0.10 0.02 0.35
H 0.444235 1.479687 -1.482632 0.02 0.02 0.06 0.18
H 0.440686 2.956316 -0.498667 -0.12 -0.03 -0.11 0.17
H 1.719266 1.811886 1.272289 0.13 0.07 -0.11 0.14
H 1.720969 0.332639 0.317671 -0.15 0.06 0.00 0.14
H -0.195243 -0.111271 1.354125 0.31 2.41 -0.46 0.47
N -0.276172 -1.487404 1.623534 -0.05 -0.47 -0.31 -0.81
C -0.914425 -2.098800 0.438171 0.01 -0.51 0.24 -0.23
C -1.897290 -1.170036 -0.255762 -0.24 0.01 -0.15 -0.53
S -2.885953 -2.024929 -1.525636 0.29 -0.05 -0.04 -0.04
H 0.680617 -1.782839 1.756226 -0.05 -0.22 0.06 0.39
H -0.796369 -1.622933 2.477986 -0.04 -0.13 0.02 0.39
H -0.137952 -2.388521 -0.271851 0.04 0.02 0.09 0.20
H -1.434961 -3.012002 0.735672 -0.01 -0.03 -0.15 0.19
H -1.407835 -0.331733 -0.736425 0.10 0.15 0.21 0.24
H -2.617338 -0.767978 0.457513 0.01 0.04 -0.01 0.23
H -1.899391 -2.095030 -2.443992 -0.21 -0.02 0.15 0.12
```
Forces are in eV/Å.

***

# 2
Formula: C4H14N3
Source: the Open Molecules 2025 dataset
Level of theory: ωB97M-V/def2-TZVPD

Its energy above the lowest of the compared OMol25 structures with the same formula, charge and spin is 37.5 kcal per mole. The expectation value of S² is 0.75. Its spin multiplicity is 2. The HOMO-LUMO gap (alpha / beta) is 0.147 / 0.321 Eh. For the calculated total energy, the calculation gives -8841.7288 eV.

The geometry in XYZ format:
```
21
Properties=species:S:1:pos:R:3:forces:R:3:nbo_charge:R:1
C -0.119076 1.962225 0.690889 0.12 0.41 -0.26 -0.15
C 0.814822 2.089837 1.622993 -0.13 -0.39 0.40 -0.08
N 0.566200 2.474807 2.951296 -0.09 0.00 0.12 -0.81
N 0.139897 1.602162 -0.680294 -0.22 0.35 0.30 -0.85
H -1.154208 2.164771 0.942711 0.01 -0.15 -0.13 0.19
H 1.853043 1.846541 1.455317 0.14 0.06 -0.31 0.19
H 0.945139 1.799314 3.602934 0.10 0.06 0.04 0.37
H -0.421280 2.569513 3.144938 -0.05 0.05 -0.01 0.36
H 1.068515 1.905481 -0.942691 0.13 -0.07 -0.08 0.38
H -0.507902 2.103990 -1.278267 0.04 -0.14 -0.09 0.38
C -0.158590 -2.357228 -2.235402 -0.37 0.15 0.10 -0.63
C -0.813526 -2.110188 -0.883578 0.13 -0.05 -0.11 -0.32
N 0.008697 -1.233521 -0.007814 -0.07 0.58 0.01 -1.05
H -0.682295 -3.175457 -2.737256 0.15 -0.03 0.03 0.22
H -0.280313 -1.471861 -2.855945 0.14 0.08 -0.10 0.21
H 0.901582 -2.575237 -2.154898 0.02 -0.18 0.01 0.22
H -1.764976 -1.605505 -1.025150 -0.09 0.00 0.08 0.20
H -1.012875 -3.022343 -0.320857 0.16 -0.05 -0.03 0.21
H 0.959745 -1.623498 0.209572 -0.12 -0.18 0.05 0.27
H -0.483943 -1.068913 0.915878 0.11 -0.20 0.07 0.26
H 0.141348 -0.274889 -0.414386 -0.11 -0.27 -0.07 0.44
```
Forces are in eV/Å.

***

# 3
Formula: C4H14N3
Source: the Open Molecules 2025 dataset
Level of theory: ωB97M-V/def2-TZVPD

Its energy above the lowest of the compared OMol25 structures with the same formula, charge and spin is 51.4 kcal per mole. The total charge is +1. Its spin multiplicity is 1. The HOMO-LUMO gap is 0.411 Eh. For the calculated total energy, the calculation gives -8837.7930 eV.

The geometry in XYZ format:
```
21
Properties=species:S:1:pos:R:3:forces:R:3:nbo_charge:R:1
C -2.106873 0.235944 -0.269043 0.21 0.50 -0.02 -0.42
C -0.112438 -0.746107 -1.606522 0.23 0.16 0.53 0.69
N -0.694642 0.096627 -0.685117 0.28 -0.65 0.08 -0.63
N -0.428702 -2.062647 -1.950309 -3.64 0.79 0.80 -0.79
N 0.972061 -0.260294 -2.215023 1.58 -2.32 -0.93 -0.73
H -0.166137 0.686481 0.023844 0.34 -1.23 -2.36 0.46
H -1.462016 -2.433133 -1.981016 2.73 1.34 0.63 0.44
H 0.095706 -2.572678 -2.644839 0.35 0.60 -0.16 0.42
H 1.406769 0.600171 -1.978137 -0.09 0.77 0.43 0.43
H 1.637076 -0.927246 -2.697773 -1.29 1.14 0.80 0.42
H -1.971127 0.716500 0.781138 -1.15 -1.17 -1.73 0.23
H -2.613823 -0.762070 -0.314285 0.14 1.12 0.48 0.22
H -2.577086 0.989151 -0.977842 0.20 -1.04 1.05 0.23
C 1.424085 1.479090 1.863643 -0.20 0.49 0.58 -0.63
C 0.593785 0.248343 2.283833 1.45 -2.45 -1.21 -0.63
H 1.206645 2.388347 2.535420 0.74 -1.51 -0.79 0.24
H 2.513983 1.116072 1.897860 -1.53 1.41 -0.42 0.24
H 1.036872 1.868241 0.850470 1.20 -0.68 1.13 0.17
H 0.335309 0.018720 3.285353 -0.68 1.12 1.26 0.24
H -0.241734 0.078736 1.626182 -0.67 0.01 0.44 0.16
H 1.152286 -0.758250 2.172161 -0.19 1.57 -0.60 0.21
```
Forces are in eV/Å.

***

# 4
Formula: C4H14N3
Source: the Open Molecules 2025 dataset
Level of theory: ωB97M-V/def2-TZVPD

Its energy above the lowest of the compared OMol25 structures with the same formula, charge and spin is 21.3 kcal per mole. The total charge is +1. Its spin multiplicity is 1. The HOMO-LUMO gap is 0.427 Eh. For the calculated total energy, the calculation gives -8839.1009 eV.

The geometry in XYZ format:
```
21
Properties=species:S:1:pos:R:3:forces:R:3:nbo_charge:R:1
C 0.118967 -0.033266 -1.776887 0.43 0.06 -1.53 -0.45
C -1.830575 -0.273281 -0.343787 -0.34 1.37 1.05 0.68
N -1.026295 0.507302 -1.059897 0.62 -0.60 -0.23 -0.58
N -1.320011 -1.220227 0.440061 -0.20 -0.46 -0.93 -0.75
N -3.126303 0.023461 -0.210311 -0.34 -0.55 0.04 -0.76
H -1.250579 1.464047 -1.274557 -0.55 -0.09 -0.06 0.43
H -0.316762 -1.337199 0.459769 -0.29 -0.28 -0.01 0.43
H -1.921311 -1.925532 0.831550 0.16 -0.10 0.12 0.42
H -3.600867 0.786392 -0.660211 0.29 -0.01 -0.40 0.43
H -3.729295 -0.683811 0.177933 -0.06 0.23 0.34 0.42
H 1.043638 0.496352 -1.562232 0.01 -0.26 0.32 0.23
H -0.045335 0.051827 -2.860083 -0.15 0.56 0.17 0.23
H 0.216082 -1.114326 -1.749145 0.04 -0.05 0.96 0.23
C 2.300992 1.166529 0.992876 -1.59 -0.33 0.76 -0.62
C 1.944791 -0.272941 1.359703 0.13 -1.42 0.04 -0.59
H 3.335410 1.181233 0.679491 -0.01 0.72 -0.12 0.24
H 1.557348 1.596539 0.314630 0.63 -0.29 -0.80 0.19
H 2.041693 1.799900 1.848420 0.96 -0.07 0.19 0.23
H 0.945388 -0.635064 1.087444 0.14 0.80 0.47 0.14
H 2.115600 -0.521884 2.407900 -0.35 0.39 0.16 0.23
H 2.547424 -1.056050 0.897335 0.47 0.39 -0.51 0.21
```
Forces are in eV/Å.

***

# 5
Formula: C4H14N3
Source: the Open Molecules 2025 dataset
Level of theory: ωB97M-V/def2-TZVPD

Its energy above the lowest of the compared OMol25 structures with the same formula, charge and spin is 23.7 kcal per mole. The total charge is +1. Its spin multiplicity is 1. The HOMO-LUMO gap is 0.421 Eh. For the calculated total energy, the calculation gives -8838.9960 eV.

The geometry in XYZ format:
```
21
Properties=species:S:1:pos:R:3:forces:R:3:nbo_charge:R:1
C -0.237573 -2.137331 1.560245 -0.07 0.75 0.06 -0.43
C -0.851814 -0.766304 -0.391650 -3.01 -1.62 0.49 0.68
N -0.358475 -1.926199 0.121381 0.63 1.87 -0.97 -0.55
N -1.208394 -0.710891 -1.678048 0.64 0.30 -1.86 -0.77
N -1.488493 0.110001 0.410165 1.48 -1.02 0.73 -0.76
H -0.168002 -2.651774 -0.554408 0.17 0.00 0.29 0.43
H -0.833637 -1.293660 -2.418157 0.31 -0.24 0.65 0.43
H -1.682305 0.076116 -2.119016 0.19 -0.04 0.88 0.43
H -1.406796 -0.041374 1.398340 -0.04 0.32 0.16 0.42
H -1.978019 0.924429 0.110783 0.00 0.31 -0.41 0.43
H -1.254780 -2.001298 1.918956 -0.12 -0.93 0.66 0.20
H 0.316362 -1.323435 2.048483 0.32 -0.25 -0.37 0.22
H 0.261572 -3.087350 1.802175 -0.61 0.38 -0.21 0.26
C 0.823265 2.204247 -0.545900 -0.76 2.84 -1.04 -0.62
C 1.979495 1.384076 0.020463 -1.29 0.85 0.43 -0.63
H 1.204461 2.899406 -1.337389 -0.33 -0.87 0.18 0.23
H -0.058299 1.694324 -0.960367 0.82 -0.48 -0.23 0.16
H 0.266325 2.967537 0.061841 1.05 -0.75 0.51 0.21
H 2.071144 0.541524 -0.660703 0.66 -0.28 0.50 0.21
H 1.717029 1.165165 1.046325 -0.04 -1.04 0.24 0.20
H 2.886933 1.972791 0.166479 0.00 -0.11 -0.71 0.24
```
Forces are in eV/Å.

***

# 6
Formula: C4H14N3
Source: the Open Molecules 2025 dataset
Level of theory: ωB97M-V/def2-TZVPD

Its energy above the lowest of the compared OMol25 structures with the same formula, charge and spin is 65.2 kcal per mole. The total charge is +1. Its spin multiplicity is 1. The HOMO-LUMO gap is 0.307 Eh. For the calculated total energy, the calculation gives -8837.1967 eV.

The geometry in XYZ format:
```
21
Properties=species:S:1:pos:R:3:forces:R:3:nbo_charge:R:1
C -1.752748 1.649894 0.400633 -2.06 0.38 0.44 -0.45
N -1.086866 1.253911 1.640837 0.07 1.89 0.08 -0.62
C 0.201785 0.705832 1.378962 1.80 -0.73 -0.52 -0.06
N 0.245631 -0.808530 1.219167 -0.79 1.49 -0.02 -0.88
H -2.710573 2.124147 0.731400 0.63 -0.29 -0.43 0.23
H -1.257248 2.422947 -0.240273 0.11 -0.89 0.33 0.19
H -2.091665 0.746685 -0.126107 0.38 0.36 -0.32 0.18
H -1.011586 2.165920 2.154266 0.23 -1.53 -0.11 0.38
H 0.933047 0.939003 2.159813 -0.31 0.11 0.02 0.21
H 0.635859 1.156162 0.427025 -0.31 -0.45 0.81 0.12
H 0.452751 -1.249887 2.094749 0.12 0.02 0.66 0.38
H -0.710785 -1.085993 1.036205 -0.20 -0.20 -0.17 0.37
C 0.008122 -0.570537 -1.942334 0.66 -0.14 0.77 -0.43
C 1.960463 -1.486800 -0.645579 -0.30 -0.63 -0.54 0.15
N 0.988727 -1.610436 -1.481731 0.77 2.62 0.41 -0.40
H -0.985194 -1.023943 -1.888186 0.16 0.30 -0.12 0.24
H 0.276249 -0.244063 -2.959737 -0.15 -0.46 0.33 0.25
H 0.114932 0.299715 -1.282183 -0.27 -0.44 -0.20 0.24
H 2.076221 -0.652522 0.043150 0.00 -0.12 -0.69 0.26
H 2.679843 -2.324146 -0.686038 -0.39 0.51 0.52 0.23
H 1.033034 -2.407361 -2.034039 -0.14 -1.83 -1.25 0.42
```
Forces are in eV/Å.